ORCA calculation (the ωB97M-V functional and the def2-TZVPD basis) on a single C3H6N2O3 molecule in a non-equilibrium geometry.

```
14
Properties=species:S:1:pos:R:3:forces:R:3
H -2.09165 -1.63540 -0.26319 1.1 -1.1 -0.1
N -2.00942 -0.69622 -0.56381 -0.9 2.3 0.5
C -1.19438 0.07965 0.03328 -1.7 0.9 -1.6
N -1.43656 1.49010 0.01505 -1.4 -2.3 -2.2
C 0.06489 -0.39565 0.63118 0.5 0.7 0.1
O 0.10502 -1.79144 0.56177 2.8 0.8 -0.6
C 1.30340 0.23420 -0.01181 0.8 1.8 0.8
O 1.69296 1.35417 0.31690 -0.7 -2.0 -1.1
O 2.07956 -0.60309 -0.76481 -2.0 0.2 0.7
H -1.91187 1.65057 -0.91744 0.5 0.2 1.8
H -0.64809 2.06063 0.14523 1.3 0.8 0.1
H 0.20688 0.14843 1.56008 -0.4 -0.9 1.2
H 0.96420 -1.79334 0.02202 -1.7 -1.8 1.0
H 2.87506 -0.10260 -0.76443 1.8 0.5 -0.5
```
Forces are in eV/Å.

Computed properties:
2S+1: 1
Frontier orbital gap: 0.359 hartree
ΔE to the lowest compared entry with this formula, charge and spin: 50.7 kcal per mole
Total energy: -12330.0308 eV
Max |F|: 3.46 eV/Å



ORCA calculation (the ωB97M-V functional and the def2-TZVPD basis) on a single C3H6N2O3S3 molecule in a non-equilibrium geometry.

```
17
Properties=species:S:1:pos:R:3:forces:R:3
C 1.61943 -0.57957 0.51520 0.3 0.7 0.9
C 0.42865 -1.06081 0.86733 0.9 -1.9 0.1
C -0.38169 1.12881 0.80173 2.5 -1.3 0.0
N 1.81259 0.78101 0.40179 -2.5 -0.1 0.7
N -0.70093 -0.22482 0.60755 -0.9 -1.2 -0.7
O -1.20166 -1.75830 -1.45969 0.1 1.4 0.1
O 0.17734 0.24533 -1.86706 -1.1 -0.1 0.5
O -2.25791 0.48131 -1.35834 1.3 -0.4 -0.1
S 2.67601 1.55519 -0.69917 0.8 -0.1 -2.0
S -2.24923 -0.53429 1.52172 0.2 -0.2 -1.0
S -1.03727 -0.32293 -1.32690 -0.9 -1.7 -1.0
H 2.48418 -1.24869 0.54364 -0.1 0.3 -0.3
H 0.40889 -2.14235 1.07476 -1.0 0.8 -0.1
H -0.39017 1.27682 1.83285 0.4 1.3 1.4
H -0.93059 1.63953 0.08706 -0.5 2.1 -0.8
H 2.55711 0.89499 -1.97748 -0.2 0.5 1.7
H -3.01473 -0.13123 0.43501 0.6 -0.3 0.7
```
Forces are in eV/Å.

Computed properties:
2S+1: 1
Frontier orbital gap (spin up / spin down): 0.274 / 0.282 hartree
ΔE to the lowest compared entry with this formula, charge and spin: 90.5 kcal per mole
Total energy: -44830.9444 eV
Max |F|: 2.85 eV/Å



ORCA calculation (the ωB97M-V functional and the def2-TZVPD basis) on a single C3H6N2OS molecule in a non-equilibrium geometry.

```
13
Properties=species:S:1:pos:R:3:forces:R:3
C 2.71960 -0.22275 -0.86507 -0.4 0.4 -1.0
N 1.66642 0.74393 -0.58049 -1.3 -0.9 0.9
C 0.59555 0.27125 -0.06375 1.5 1.1 -0.6
N -0.41020 1.13825 0.39910 -0.4 -0.7 -0.1
S -1.94019 0.28428 0.17994 0.3 0.5 -0.1
C -1.02628 -1.16251 0.66813 -0.3 -2.2 -0.6
O 0.29157 -1.03764 0.13379 0.0 0.6 0.1
H 2.96449 -0.82141 -0.00141 0.2 -0.3 0.2
H 2.40421 -0.87162 -1.70565 0.3 0.1 0.4
H 3.58438 0.35764 -1.18305 0.1 -0.3 0.0
H -0.34088 1.98203 -0.14958 -0.2 0.3 0.0
H -1.44974 -2.09609 0.16599 0.3 1.3 0.9
H -0.97877 -1.28908 1.75809 0.0 0.1 -0.3
```
Forces are in eV/Å.

Computed properties:
2S+1: 1
Frontier orbital gap: 0.337 hartree
ΔE to the lowest compared entry with this formula, charge and spin: 49.6 kcal per mole
Total energy: -19070.0177 eV
Max |F|: 2.30 eV/Å



ORCA calculation (the ωB97M-V functional and the def2-TZVPD basis) on a single C3H6N2OS molecule in a non-equilibrium geometry.

```
13
Properties=species:S:1:pos:R:3:forces:R:3
H -0.80735 2.20559 -0.38360 -3.6 -2.2 2.1
N -1.70018 1.49824 0.08005 3.3 1.8 -2.0
C -1.19062 0.35144 -0.03509 3.7 -0.8 -1.5
C -1.87293 -1.04203 0.20001 -1.8 4.3 2.9
N 0.28386 0.24619 -0.67248 -1.5 -2.1 0.9
S 1.30242 -1.08184 -0.22089 1.2 1.5 0.3
C 2.83786 -0.00637 0.25103 -1.7 -0.1 0.3
O 2.76495 1.18826 0.10029 0.5 -1.4 0.0
H -1.48562 -1.54961 1.13753 -0.5 0.7 -1.2
H -1.83779 -1.66642 -0.63701 0.1 -0.8 -1.3
H -2.97327 -0.54409 0.38033 2.4 -2.1 -0.3
H 0.97755 0.95886 -0.93581 -1.3 0.7 0.5
H 3.70113 -0.55823 0.73562 -0.8 0.4 -0.7
```
Forces are in eV/Å.

Computed properties:
2S+1: 1
Frontier orbital gap: 0.338 hartree
ΔE to the lowest compared entry with this formula, charge and spin: 91.1 kcal per mole
Total energy: -19068.2178 eV
Max |F|: 5.45 eV/Å



ORCA calculation (the ωB97M-V functional and the def2-TZVPD basis) on 2 unconnected molecules or ions with the total composition C3H6N2OS in a non-equilibrium geometry.

```
13
Properties=species:S:1:pos:R:3:forces:R:3
C 0.54560 0.35875 2.89196 -0.9 0.8 0.4
C 1.58870 -1.42614 -0.58466 -0.5 1.9 0.6
C -1.67706 0.68343 -1.39088 -0.9 -4.5 -2.8
N 0.87860 0.87550 1.88754 0.9 0.6 -4.1
N -0.44999 0.18306 -0.80607 1.9 -1.4 -1.0
O 0.19532 0.12253 3.96311 -0.3 -1.3 1.9
S 0.34815 -0.99252 -1.53589 -0.7 0.7 1.3
H 2.18629 -2.27075 -0.87568 0.2 0.0 0.0
H 1.80471 -0.70227 0.27640 -0.1 -1.7 -1.2
H -1.70401 1.62202 -1.08118 -1.0 4.1 1.7
H -1.83078 0.77709 -2.53633 0.9 -0.5 1.4
H -2.51620 -0.00124 -1.06639 0.5 1.2 0.0
H 0.63066 0.77053 0.85808 -0.1 0.0 1.8
```
Forces are in eV/Å.

Computed properties:
2S+1: 1
Frontier orbital gap: 0.303 hartree
ΔE to the lowest compared entry with this formula, charge and spin: 90.8 kcal per mole
Total energy: -19068.2283 eV
Max |F|: 5.41 eV/Å



ORCA calculation (the ωB97M-V functional and the def2-TZVPD basis) on a single C3H6N2OS molecule in a non-equilibrium geometry.

```
13
Properties=species:S:1:pos:R:3:forces:R:3
C 3.31496 -0.73299 -0.05500 1.2 0.3 1.2
N 2.55650 0.26164 0.14847 -0.7 -0.5 -0.6
O 1.13309 -0.11121 -0.12318 2.3 1.1 0.2
C 0.43429 1.05874 -0.13179 -1.9 -0.6 0.7
N -0.84460 1.05537 -0.07516 1.3 -1.6 -0.4
S -1.37645 -0.63166 -0.06624 -0.6 1.1 -0.2
C -3.11227 -0.19859 0.05708 -0.7 -0.3 1.6
H 2.81811 -1.71191 -0.29934 1.2 0.8 0.0
H 4.48331 -0.50023 0.22549 -3.2 -1.0 -1.0
H 0.96860 1.96867 -0.06036 0.7 0.7 -0.1
H -3.49858 0.29784 -0.85006 0.3 -0.1 0.6
H -3.21950 0.41917 1.03026 -0.2 -0.9 -1.8
H -3.65746 -1.17485 0.19983 0.4 1.0 -0.1
```
Forces are in eV/Å.

Computed properties:
2S+1: 1
Frontier orbital gap: 0.334 hartree
ΔE to the lowest compared entry with this formula, charge and spin: 101.6 kcal per mole
Total energy: -19067.7611 eV
Max |F|: 3.49 eV/Å



ORCA calculation (the ωB97M-V functional and the def2-TZVPD basis) on a molecular structure, C3H6N2OS in a non-equilibrium geometry.

```
13
Properties=species:S:1:pos:R:3:forces:R:3
C 1.11699 1.97620 -0.78130 -2.1 0.2 -1.8
C 0.46978 1.34518 0.44261 1.1 0.7 -0.8
C -0.23518 -0.55739 -0.73668 -0.4 -0.8 0.3
H 2.05888 2.59254 -0.29806 -2.4 -1.6 -2.0
H 0.03347 2.78039 -1.04215 3.9 -2.2 0.2
H 1.20225 0.98853 -1.81156 0.8 4.2 3.1
H -0.69841 -1.49380 1.52667 -0.1 -0.4 -0.9
H -0.83341 -0.10519 2.44609 2.9 -1.7 -2.8
H 0.09312 0.21458 -1.39139 -0.6 -0.6 -1.5
N -0.06960 0.10690 0.45411 -1.2 -5.4 -0.3
N -0.10580 -0.69214 1.69001 -2.6 3.8 2.6
O 0.41422 1.97604 1.43549 0.1 1.7 2.8
S -0.75322 -2.07954 -1.21689 0.6 2.0 1.2
```
Forces are in eV/Å.

Computed properties:
2S+1: 1
Frontier orbital gap: 0.327 hartree
ΔE to the lowest compared entry with this formula, charge and spin: 132.3 kcal per mole
Total energy: -19066.4304 eV
Max |F|: 5.57 eV/Å



ORCA calculation (the ωB97M-V functional and the def2-TZVPD basis) on a single C3H6N2OS molecule in a non-equilibrium geometry.

```
13
Properties=species:S:1:pos:R:3:forces:R:3
C -0.11278 -1.73690 0.08012 0.6 -1.0 0.2
N 1.15858 -1.65784 0.08568 -0.6 0.0 0.8
S 1.91517 -0.33250 -0.64590 -0.3 0.6 -0.3
C 1.06471 1.13029 0.06069 0.3 0.2 0.5
C -0.49985 1.10411 0.11590 0.9 -0.6 0.2
O -0.97669 0.28881 -0.93146 -0.2 0.3 -1.0
N -1.07317 -1.06679 -0.61247 -1.0 1.0 0.2
H -0.58004 -2.56147 0.63590 0.3 0.0 -0.3
H 1.51464 1.32252 1.05764 -0.5 -0.1 -0.5
H 1.44069 1.91923 -0.60648 -0.3 0.0 0.2
H -0.87609 0.69514 1.06068 0.3 0.1 0.1
H -0.94668 2.09842 -0.00122 0.2 -0.2 -0.2
H -2.02849 -1.20302 -0.29909 0.2 -0.3 0.1
```
Forces are in eV/Å.

Computed properties:
2S+1: 1
Frontier orbital gap: 0.319 hartree
ΔE to the lowest compared entry with this formula, charge and spin: 91.2 kcal per mole
Total energy: -19068.2137 eV
Max |F|: 1.45 eV/Å



ORCA calculation (the ωB97M-V functional and the def2-TZVPD basis) on a single C3H6N2OS molecule in a non-equilibrium geometry.

```
13
Properties=species:S:1:pos:R:3:forces:R:3
C 0.74073 -0.05784 -2.91809 2.5 -0.4 -1.4
S -0.62558 0.53471 -1.82263 1.5 -1.0 0.5
C 0.12019 -0.12357 -0.27275 -0.2 -1.1 0.3
O 1.16374 -0.75060 -0.29797 -1.5 1.2 0.4
C -0.74786 0.06983 1.00473 -1.4 0.2 -0.1
N -0.15254 -0.22498 2.10190 1.0 0.4 -1.6
N -0.60012 -0.02447 3.31399 -1.9 1.2 0.9
H 1.30868 -1.18727 -2.55414 -2.1 3.8 -1.0
H 0.28830 -0.13812 -3.99946 0.9 0.0 2.2
H 1.62400 0.81583 -3.00698 -2.4 -2.5 0.5
H -1.90959 0.39849 0.95079 2.8 -0.4 -0.1
H -1.31748 0.72854 3.46417 0.8 -1.1 -0.3
H 0.10752 -0.04055 4.03643 0.0 -0.1 -0.4
```
Forces are in eV/Å.

Computed properties:
2S+1: 1
Frontier orbital gap: 0.352 hartree
ΔE to the lowest compared entry with this formula, charge and spin: 87.0 kcal per mole
Total energy: -19068.3920 eV
Max |F|: 4.43 eV/Å



ORCA calculation (the ωB97M-V functional and the def2-TZVPD basis) on a single C3H6N2S molecule in a non-equilibrium geometry.

```
12
Properties=species:S:1:pos:R:3:forces:R:3
C 1.02635 0.08307 0.01809 0.8 2.1 -2.7
C 0.04511 1.11897 0.59341 0.4 -0.9 -0.2
C 0.09741 -0.92645 -0.63176 -0.2 1.7 -0.6
N -1.09152 -0.71195 0.17988 -1.5 -3.5 0.8
N -1.14793 0.31978 0.92647 0.1 0.7 1.9
S -1.18452 -0.27774 -1.71864 -0.3 0.2 -2.9
H 1.73269 0.68691 -0.73204 -1.2 -1.9 1.6
H 1.52059 -0.37221 0.83928 1.0 -0.5 0.5
H 0.55455 1.62721 1.40342 -0.5 -0.2 0.8
H -0.14754 1.92226 -0.10921 -0.5 -0.1 -0.4
H 0.35174 -1.88118 -1.06767 0.3 -0.4 1.1
H -1.75692 -1.58865 0.29878 1.5 2.8 0.0
```
Forces are in eV/Å.

Computed properties:
2S+1: 1
Frontier orbital gap (spin up / spin down): 0.290 / 0.290 hartree
ΔE to the lowest compared entry with this formula, charge and spin: 102.2 kcal per mole
Total energy: -17019.6071 eV
Max |F|: 3.87 eV/Å